[1]
{"formula": "C4H5N3O2", "method": "the ωB97M-V functional and the def2-TZVPD basis", "mol_weight_g_mol": 127.103, "max_force_ev_per_a": 3.24, "homo_ev": -7.97, "de_lowest_kj_mol": 581.20, "smiles": "O/N=c1\\cccnn1O", "orbital_gap_ev": 8.0239, "e_tot_ev": -12789.8508, "species": ["O", "N", "C", "C", "C", "C", "N", "N", "O", "H", "H", "H", "H", "H"], "xyz": [[-0.585, -0.339, 2.597], [-1.222, -0.488, 1.370], [-0.421, -0.062, 0.451], [0.918, 0.415, 0.540], [1.614, 0.721, -0.604], [0.996, 0.445, -1.869], [-0.219, -0.009, -1.971], [-0.898, -0.168, -0.835], [-2.158, -0.772, -0.981], [-1.152, -0.968, 3.156], [1.328, 0.612, 1.514], [2.591, 1.131, -0.540], [1.492, 0.590, -2.817], [-2.286, -1.108, -0.011]], "atomic_forces_ev_per_a": [[-1.444, -1.774, 2.299], [0.132, 0.318, -0.809], [-0.502, -0.685, -0.549], [1.034, 1.051, -0.879], [-1.670, -0.816, 0.644], [0.011, 0.129, 0.166], [-0.665, -0.147, 1.101], [-0.202, -0.322, -1.405], [0.971, -0.047, 1.866], [1.461, 1.560, -0.899], [0.051, -0.128, 0.142], [0.675, 0.200, -0.064], [0.110, 0.053, 0.072], [0.039, 0.608, -1.686]], "lowdin_charge": [-0.094, -0.034, -0.312, 0.026, -0.026, -0.139, 0.126, -0.130, 0.024, 0.135, 0.109, 0.095, 0.103, 0.120]}


[2]
{"formula": "CH3Cl2FSi", "method": "the ωB97M-V functional and the def2-TZVPD basis", "mol_weight_g_mol": 133.025, "max_force_ev_per_a": 2.97, "homo_ev": -8.39, "de_lowest_kj_mol": 668.93, "smiles": "F/C=[SiH]\\Cl.Cl", "orbital_gap_ev": 8.3130, "e_tot_ev": -36723.9784, "species": ["F", "C", "Si", "Cl", "H", "H", "Cl", "H"], "xyz": [[2.331, 0.270, -1.641], [1.896, -0.375, -0.486], [0.900, 0.358, 0.795], [-0.450, 1.960, 0.722], [2.552, -1.181, -0.190], [1.286, -0.530, 1.849], [-3.623, -0.403, -0.551], [-4.893, -0.099, -0.498]], "atomic_forces_ev_per_a": [[-0.746, -1.057, 0.713], [-0.404, 2.934, 0.276], [0.911, -0.347, -2.403], [0.996, -1.214, 0.210], [0.000, -0.222, -0.026], [-0.774, -0.095, 1.227], [-0.814, 0.199, 0.032], [0.830, -0.197, -0.029]], "lowdin_charge": [-0.134, -0.374, 0.373, 0.197, 0.016, -0.080, 0.229, -0.226]}


[3]
{"formula": "C12H27Cl2F3NO6V", "method": "the ωB97M-V functional and the def2-TZVPD basis", "mol_weight_g_mol": 460.193, "max_force_ev_per_a": 5.58, "homo_ev": [-5.84, -5.84], "de_lowest_kj_mol": 88.48, "multiplicity": 2, "charge": -1, "orbital_gap_ev": [8.3046, 8.3005], "e_tot_ev": -85543.6329, "species": ["O", "V", "C", "O", "O", "C", "F", "F", "F", "C", "C", "H", "H", "H", "H", "H", "H", "Cl", "Cl", "C", "C", "O", "H", "H", "H", "H", "H", "H", "C", "O", "C", "C", "N", "C", "C", "O", "C", "H", "H", "H", "H", "H", "H", "H", "H", "H", "H", "H", "H", "H", "H", "H"], "xyz": [[14.840, 8.916, 13.561], [16.219, 9.333, 14.313], [15.399, 7.001, 16.974], [16.616, 6.286, 17.425], [15.830, 7.978, 16.032], [14.289, 5.962, 16.335], [14.766, 5.190, 15.309], [13.965, 5.108, 17.274], [13.158, 6.553, 15.907], [17.285, 6.867, 18.588], [16.749, 6.028, 19.774], [17.415, 6.167, 20.626], [15.747, 6.396, 19.994], [16.649, 4.957, 19.599], [17.118, 7.929, 18.769], [18.312, 6.596, 18.343], [14.881, 7.506, 17.789], [17.361, 10.330, 11.868], [15.242, 11.590, 15.012], [12.829, 12.168, 11.093], [12.094, 10.882, 11.531], [10.967, 11.199, 12.206], [12.514, 12.748, 10.224], [13.878, 11.874, 11.057], [12.737, 12.893, 11.901], [12.719, 10.294, 12.204], [11.829, 10.272, 10.668], [11.163, 11.778, 12.946], [17.120, 6.355, 12.442], [17.388, 7.425, 13.266], [18.740, 7.401, 13.716], [18.860, 8.249, 15.030], [18.371, 9.658, 14.787], [18.873, 10.572, 15.834], [18.223, 10.416, 17.242], [18.530, 11.541, 18.086], [19.814, 11.385, 18.695], [17.875, 6.386, 11.656], [16.153, 6.450, 11.948], [17.237, 5.354, 12.858], [19.402, 7.900, 13.009], [19.185, 6.414, 13.849], [19.938, 8.266, 15.189], [18.390, 7.593, 15.762], [18.861, 9.890, 13.935], [18.695, 11.574, 15.443], [19.956, 10.478, 15.924], [18.590, 9.478, 17.660], [17.138, 10.310, 17.256], [20.662, 11.487, 18.016], [19.988, 10.540, 19.361], [19.769, 12.219, 19.394]], "atomic_forces_ev_per_a": [[3.370, 0.753, 1.230], [-5.303, -0.870, -1.492], [1.690, 1.773, -3.492], [-1.946, 1.079, -0.260], [-0.339, -0.686, 0.694], [2.307, 0.852, -0.496], [-0.114, 0.902, 0.325], [-0.743, -0.998, 1.362], [0.749, 0.075, 0.211], [-1.217, -2.843, -0.569], [0.393, 0.910, 0.097], [-0.198, 0.070, 0.356], [0.008, 0.004, 0.301], [0.313, 0.144, -0.473], [0.046, 0.033, -0.438], [0.268, 0.560, 0.463], [-0.033, -0.227, 0.471], [-0.210, -0.348, 1.045], [0.973, -1.326, -0.084], [0.693, -0.539, 0.780], [1.807, 0.641, -1.034], [-3.320, 0.360, 1.066], [-0.218, -0.690, -0.366], [0.217, 0.491, -0.421], [0.184, -0.055, 0.341], [0.607, -0.080, -0.332], [-0.084, -0.092, 0.020], [0.213, -0.074, 0.002], [0.106, -0.627, -2.006], [0.724, 0.386, 2.027], [0.188, 1.932, 0.653], [0.344, -1.384, -1.657], [0.650, -2.143, 1.511], [-0.848, 0.721, 0.238], [-0.012, 0.132, -0.541], [0.962, -1.909, -0.393], [-0.738, 1.653, 0.789], [0.026, -0.040, -0.534], [-0.040, 0.186, 0.405], [-0.268, 0.079, 0.804], [-0.226, 0.079, -0.729], [-0.573, -0.321, 0.284], [0.209, 0.137, 0.433], [-0.518, 1.053, 0.598], [-0.391, 0.539, -0.623], [-0.240, 0.114, 0.245], [0.208, -0.221, 0.076], [0.234, -0.033, 0.385], [-0.038, 0.260, -0.625], [-0.078, 0.033, -0.201], [-0.542, -0.717, -0.400], [0.750, 0.273, -0.046]], "lowdin_charge": [-0.383, 0.631, -0.296, -0.142, -0.297, -0.540, 0.105, 0.140, 0.140, -0.233, -0.081, 0.061, 0.068, 0.073, 0.108, 0.109, 0.140, -0.293, -0.198, -0.072, -0.352, -0.080, 0.062, 0.069, 0.062, 0.101, 0.110, 0.087, -0.113, -0.277, -0.199, -0.163, -0.149, -0.170, -0.200, -0.172, -0.122, 0.090, 0.105, 0.093, 0.114, 0.126, 0.116, 0.104, 0.039, 0.125, 0.108, 0.097, 0.103, 0.080, 0.080, 0.084]}


[4]
{"formula": "C37H49N8O15", "method": "the ωB97M-V functional and the def2-TZVPD basis", "mol_weight_g_mol": 845.840, "max_force_ev_per_a": 13.50, "homo_ev": -6.54, "de_lowest_kj_mol": 245.85, "charge": -1, "orbital_gap_ev": 6.8667, "e_tot_ev": -81769.0431, "species": ["C", "O", "O", "O", "H", "C", "C", "C", "C", "C", "C", "N", "O", "O", "H", "H", "H", "H", "H", "C", "C", "C", "C", "C", "C", "N", "O", "O", "H", "H", "H", "H", "H", "C", "C", "C", "C", "C", "C", "N", "O", "O", "H", "H", "H", "H", "H", "C", "C", "C", "C", "C", "C", "N", "O", "O", "H", "H", "H", "H", "H", "C", "O", "N", "C", "C", "H", "H", "H", "H", "H", "H", "H", "C", "O", "N", "C", "C", "H", "H", "H", "H", "H", "H", "H", "C", "O", "N", "C", "C", "H", "H", "H", "H", "H", "H", "H", "C", "O", "N", "C", "C", "H", "H", "H", "H", "H", "H", "H"], "xyz": [[0.528, -0.008, -0.370], [-0.564, -0.556, -0.144], [1.515, -0.795, -0.646], [0.650, 1.246, -0.336], [1.103, -1.628, -0.386], [4.752, -1.259, 0.558], [6.227, -0.576, 1.006], [7.414, -1.490, 1.229], [7.334, -2.991, 0.982], [5.962, -3.444, 0.432], [4.758, -2.593, 0.323], [8.443, -3.905, 1.182], [9.523, -3.351, 1.503], [8.442, -5.139, 1.104], [3.880, -0.547, 0.419], [6.399, 0.447, 0.920], [8.462, -1.001, 1.330], [5.810, -4.588, 0.253], [3.818, -2.949, -0.069], [-4.931, -1.562, 1.349], [-3.483, -1.715, 1.955], [-3.384, -2.039, 3.539], [-4.695, -2.055, 4.407], [-5.989, -2.285, 3.526], [-5.964, -1.881, 2.063], [-4.731, -2.215, 5.733], [-5.820, -2.524, 6.310], [-3.695, -1.976, 6.407], [-5.254, -1.327, 0.364], [-2.429, -1.512, 1.383], [-2.556, -2.238, 4.136], [-7.010, -2.427, 3.821], [-7.049, -1.798, 1.628], [0.072, 1.553, -3.934], [1.369, 0.690, -3.754], [1.881, -0.104, -5.006], [1.201, 0.099, -6.367], [0.175, 1.188, -6.425], [-0.488, 1.804, -5.165], [1.821, -0.537, -7.539], [1.422, -0.133, -8.710], [2.543, -1.508, -7.321], [-0.217, 1.893, -2.984], [1.878, 0.937, -2.776], [2.757, -0.707, -4.921], [-0.267, 1.523, -7.344], [-1.337, 2.357, -5.212], [-0.543, 1.650, 2.885], [0.407, 2.884, 3.268], [0.061, 3.615, 4.497], [-0.876, 3.085, 5.530], [-1.805, 1.866, 5.257], [-1.634, 1.345, 3.759], [-1.084, 3.859, 6.752], [-0.264, 4.853, 6.906], [-2.000, 3.547, 7.509], [-0.418, 1.158, 1.964], [1.111, 3.087, 2.478], [0.793, 4.479, 4.686], [-2.632, 1.590, 5.652], [-2.307, 0.571, 3.454], [2.560, 3.800, 0.108], [3.715, 3.259, 0.103], [2.293, 4.839, 0.850], [0.982, 5.607, 0.746], [3.341, 5.343, 1.702], [1.660, 3.357, -0.585], [0.606, 5.522, -0.141], [1.256, 6.776, 0.971], [0.220, 5.201, 1.310], [4.359, 5.685, 1.362], [3.513, 4.787, 2.689], [3.010, 6.190, 2.327], [-0.131, -3.525, 1.161], [0.120, -3.708, 2.411], [0.506, -4.194, 0.207], [-0.054, -4.084, -1.142], [1.540, -5.197, 0.536], [-0.909, -2.988, 0.766], [0.478, -3.425, -1.839], [-1.079, -3.866, -1.094], [0.086, -5.019, -1.552], [2.438, -5.298, -0.152], [1.229, -6.172, 0.550], [2.052, -5.176, 1.566], [-3.114, -2.185, -1.958], [-3.963, -3.001, -1.542], [-2.465, -2.444, -3.174], [-1.448, -1.511, -3.776], [-2.694, -3.687, -3.971], [-2.639, -1.351, -1.463], [-0.904, -0.972, -3.141], [-2.103, -0.999, -4.381], [-1.056, -2.094, -4.529], [-3.720, -3.960, -4.235], [-2.178, -4.392, -3.390], [-2.144, -3.381, -4.921], [-2.743, 1.857, -0.700], [-3.534, 0.939, -0.896], [-2.835, 3.054, -1.222], [-1.750, 4.045, -1.179], [-4.053, 3.412, -1.918], [-1.569, 1.799, -0.314], [-1.756, 4.266, -0.016], [-2.038, 5.096, -1.608], [-0.776, 3.685, -1.510], [-4.852, 2.635, -1.480], [-4.065, 3.137, -2.828], [-4.477, 4.376, -1.757]], "atomic_forces_ev_per_a": [[-3.600, 3.935, 0.896], [-1.179, -1.474, 0.313], [3.010, -1.762, -0.465], [1.254, -0.076, -0.591], [0.386, -0.583, -0.280], [4.748, 3.652, 1.573], [-0.703, -7.378, -0.921], [-1.486, 0.652, -1.699], [-6.083, 2.263, -1.619], [1.995, -0.631, 1.861], [2.069, -0.685, -0.112], [3.347, -0.240, 0.971], [-1.772, 0.078, -0.496], [-1.890, 1.485, -0.496], [1.161, -1.169, 0.174], [-0.008, 1.589, 0.274], [-2.094, -1.046, 0.171], [0.504, 2.338, 0.247], [0.098, -0.818, 0.043], [6.684, -0.079, 0.333], [-0.844, -0.148, 3.286], [-5.826, 1.813, -3.625], [-1.455, -1.552, -10.372], [4.079, 2.929, -0.952], [-5.203, -1.984, 5.835], [-0.529, -0.315, 6.023], [2.014, 0.478, -1.485], [-1.349, -0.438, -1.422], [1.338, 0.508, -1.089], [-3.027, -0.546, 1.303], [1.946, 0.025, 0.243], [0.077, -0.222, 1.122], [2.268, -0.345, 0.666], [4.504, -3.141, -0.946], [-1.601, 0.523, -4.822], [-3.473, 3.670, 1.489], [-0.642, 3.648, 4.210], [0.239, -1.583, 2.878], [4.962, -3.934, -1.790], [-1.877, -0.027, -2.439], [1.684, -1.280, 3.866], [-0.696, 1.589, -0.701], [-0.938, 0.815, 0.921], [-0.337, -1.295, -1.204], [0.308, -0.340, -0.044], [0.131, -0.303, -0.489], [-2.242, 1.678, -0.708], [0.324, 4.251, 4.435], [-5.332, -3.003, 1.912], [1.869, -1.855, -1.085], [-1.944, -2.846, -2.849], [9.226, 5.287, -8.320], [2.191, 1.416, 3.086], [1.662, 2.104, 0.243], [-2.831, -2.937, 0.129], [1.472, 0.635, -0.847], [0.164, -0.516, -1.127], [0.402, 0.644, 0.418], [-1.740, -1.270, 0.247], [-5.056, -1.660, 3.605], [-0.391, -0.319, -0.031], [1.986, -4.074, -2.848], [-3.332, 1.321, -0.045], [-1.282, 2.594, 1.061], [5.457, 2.988, 3.981], [0.956, 1.133, 3.692], [1.995, 1.035, 1.702], [-1.572, -0.235, -5.813], [-1.027, -3.093, -0.410], [-1.268, -0.595, 2.310], [-1.275, -0.932, -0.616], [0.080, -0.766, -1.812], [-0.634, 0.499, -1.165], [2.417, -2.878, 5.835], [-0.953, 1.179, -3.910], [1.441, -0.293, -0.471], [1.908, 0.409, 0.436], [2.945, 1.343, 0.693], [-2.023, 1.960, -0.494], [-0.044, 0.419, 0.464], [-1.333, 0.467, -0.012], [-0.122, -2.226, -1.127], [-1.184, 1.028, 0.175], [-1.847, -2.452, -0.251], [-1.284, 1.133, -1.354], [0.364, -3.277, -2.183], [1.101, 1.810, -0.165], [-0.670, 0.411, 1.573], [-4.638, -3.210, -0.646], [0.654, 3.014, -0.991], [-0.400, 0.685, 0.670], [2.353, 1.878, 2.501], [-1.018, 2.802, -1.254], [2.510, -1.097, -0.883], [0.137, 0.255, 0.527], [0.455, -1.826, 0.123], [-0.829, -1.410, 0.932], [4.049, -2.064, 0.051], [0.264, 0.509, 0.880], [-1.085, 3.215, -2.076], [-1.295, 1.881, 3.317], [-2.490, -1.707, 7.245], [-2.791, -0.831, -0.057], [1.000, -0.075, -2.136], [0.369, -2.376, 0.281], [-0.165, 0.005, -0.062], [1.463, 1.775, -0.712], [0.375, -1.464, -6.963], [0.315, 0.933, 0.257]], "lowdin_charge": [-0.887, -0.044, 0.101, -0.075, 0.084, 0.002, 0.040, -0.011, -0.113, 0.042, -0.139, -0.359, 0.016, 0.047, 0.106, 0.039, 0.116, 0.123, 0.079, -0.103, 0.066, 0.083, -0.135, 0.095, -0.152, -0.384, 0.021, 0.041, 0.083, 0.114, 0.052, 0.073, 0.134, -0.068, 0.038, 0.054, -0.116, 0.060, -0.053, -0.329, 0.007, 0.063, 0.052, 0.098, 0.068, 0.078, 0.052, 0.007, 0.007, -0.024, -0.107, 0.139, -0.018, -0.341, -0.011, 0.065, 0.041, 0.057, 0.114, 0.008, 0.046, -0.348, -0.062, -0.170, 0.002, -0.100, 0.157, -0.011, 0.156, 0.037, 0.103, 0.106, 0.068, -0.295, -0.051, -0.149, -0.027, -0.048, 0.070, 0.099, 0.064, 0.063, 0.094, 0.039, 0.117, -0.286, -0.040, -0.170, -0.010, -0.024, 0.097, 0.031, 0.070, 0.045, 0.087, 0.057, 0.094, -0.356, -0.016, -0.205, -0.056, -0.042, 0.163, 0.118, 0.117, 0.052, 0.140, 0.005, 0.079]}